ORCA calculation (ωB97M-V with the def2-TZVPD basis set) on 2 unconnected molecules or ions with the total composition C11H15N.

HOMO-LUMO gap = 8.62 eV
molecular weight = 161.25 g/mol
E_HOMO = -0.283 Eh
SMILES string = Cc1c[nH]c2ccccc12.CC
relative energy (zero: lowest compared OMol25 entry of this formula, charge and spin) = 36.7 kcal/mol

Structure (ORCA input):
```
! RIJCOSX wB97M-V def2-TZVPD def2/J DEFGRID3
* xyz 0 1
C 1.37605 2.17357 -3.16489
C 2.50262 2.39306 -2.12714
H 1.13506 3.13902 -3.62203
H 1.75343 1.64323 -4.04574
H 0.49069 1.70751 -2.75011
H 3.37233 2.75493 -2.67400
H 2.68539 1.54489 -1.47633
H 2.17604 3.22963 -1.50329
C -1.67539 -1.99050 -1.53519
C -1.13212 0.43087 -1.00204
C -1.14837 -0.89221 -0.74455
C -0.51835 0.31448 1.14474
C -0.69187 -1.00919 0.62946
C 0.23263 0.63810 2.24421
C -0.16605 -2.11161 1.29682
C 0.73172 -0.54179 2.86502
C 0.62407 -1.86863 2.41112
N -0.87065 1.22106 0.12413
H -1.49278 0.87341 -1.92008
H -0.92575 2.22787 0.06912
H -1.01839 -2.86051 -1.60013
H -1.93475 -1.66243 -2.54501
H 0.60813 1.52288 2.72599
H -0.38882 -3.03899 0.78094
H 0.97035 -0.51173 3.92839
H 0.66705 -2.59011 3.22006
H -2.65449 -2.31820 -1.15879
*
```